# C4H10NOP

The molecule C4H10NOP at a distorted geometry (the ωB97M-V functional and the def2-TZVPD basis, the OMol25 dataset).

Results
LUMO energy (alpha / beta): -0.7 / -0.5 eV
Orbital gap (alpha / beta): 8.841 / 7.519 eV

Structure (XYZ):
```
17
Properties=species:S:1:pos:R:3:forces:R:3:mulliken_charge:R:1
P 3.12655 0.13058 0.13085 0.5102 0.1143 0.5975 -0.055
O 1.82245 -0.83452 -0.04655 0.9026 0.2736 -0.6250 -0.238
N 0.05372 1.53196 0.27503 -0.1712 1.4024 -0.4693 -0.834
C -1.69718 0.17232 -0.70976 -0.5567 1.9685 -0.8654 -1.393
C 0.70491 -0.50849 -0.76532 -1.9868 1.1235 -2.0075 -0.994
C -0.53498 -0.61849 1.40133 1.8832 3.1941 -0.7179 -1.579
C -0.36204 0.22533 0.06955 -0.2324 -1.4160 0.9943 1.668
H -0.56656 -1.58706 1.05179 -0.7788 -2.3759 0.1187 0.382
H -1.85289 1.21237 -1.19138 0.4309 -1.6753 0.4324 0.381
H -2.49686 0.17930 0.07103 0.2839 -0.7081 -0.9926 0.311
H 0.15972 -1.36765 -1.05671 -0.0285 -1.6226 0.0120 0.477
H 3.05364 1.05465 -0.95147 -0.4693 -0.2210 -0.2196 0.059
H 0.68835 1.58560 1.05195 0.4683 -0.0908 0.6305 0.284
H 0.71292 0.03005 -1.77653 1.3295 -0.2026 1.3441 0.341
H 0.28880 -0.45863 2.10854 0.2516 -0.3032 -0.4903 0.317
H -1.33429 -0.14096 1.88548 -1.7200 -0.3282 0.6815 0.563
H -1.76627 -0.60636 -1.54782 -0.1166 0.8672 1.5766 0.311
```
Positions in Å, forces in eV/Å.

***

# C4H6O4

The molecule C4H6O4 at a distorted geometry (the ωB97M-V functional and the def2-TZVPD basis, the OMol25 dataset).

Results
LUMO energy: 0.7 eV
Orbital gap: 11.622 eV

Structure (XYZ):
```
14
Properties=species:S:1:pos:R:3:forces:R:3:mulliken_charge:R:1
O -2.37126 -0.62256 2.05236 -0.2232 0.0630 0.1700 -0.496
O -0.14725 0.86486 -1.03488 0.3904 0.5054 0.5511 -0.563
O -0.40917 -0.33179 1.06354 -0.4456 0.2379 0.2765 -0.387
O -2.30968 0.70411 0.26537 0.4700 0.7782 -1.1987 -0.522
C -1.79487 -0.09071 1.16568 0.8812 -0.5216 -0.0735 0.627
C 0.02734 -0.51086 -1.36429 0.1406 -0.5909 0.1293 -0.588
C 1.81943 0.16056 0.39128 -0.3696 0.1413 0.0182 -1.201
C 0.38894 -0.04861 -0.01910 -0.0640 0.0699 -1.0009 1.108
H -1.60783 1.01605 -0.42581 -0.8006 -0.5927 1.1944 0.498
H 2.42737 0.41415 -0.47400 -0.0188 -0.0214 -0.0046 0.367
H -0.89367 -1.06498 -1.50748 -0.0334 -0.0342 0.0332 0.253
H 0.80908 -0.70152 -2.08779 0.0196 -0.0148 -0.0782 0.286
H 2.19049 -0.75384 0.85057 0.0199 -0.0078 -0.0001 0.313
H 1.87109 0.96514 1.12455 0.0334 -0.0123 -0.0167 0.304
```
Positions in Å, forces in eV/Å.